Density functional theory data (the ωB97M-V functional and the def2-TZVPD basis) for C38H38CaCl3Ge2N3O3 as an isolated structure.

Structure (XYZ):
```
88
C38H38CaCl3Ge2N3O3 | the Open Molecules 2025 dataset | the ωB97M-V functional and the def2-TZVPD basis
Ca 1.89 0.42 0.33
O 7.08 -3.46 3.83
C 6.35 -3.87 2.96
O 6.24 -4.93 2.31
C 5.31 -2.87 2.30
C 4.23 -3.27 1.46
C 3.41 -2.36 0.86
N 3.49 -1.02 1.20
C 4.57 -0.66 1.89
C 5.40 -1.53 2.59
C 4.83 0.77 1.97
C 6.07 1.31 2.35
C 6.43 2.63 2.05
C 5.50 3.47 1.40
C 4.22 2.94 1.24
N 3.96 1.58 1.31
C 2.34 -2.78 -0.03
C 1.95 -4.11 -0.19
C 1.30 -4.52 -1.34
C 1.10 -3.58 -2.35
C 1.42 -2.27 -2.11
N 1.88 -1.85 -0.92
H 4.07 -4.34 1.26
H 6.22 -1.08 3.24
H 6.78 0.69 2.87
H 7.37 2.99 2.42
H 5.81 4.42 0.99
H 3.33 3.56 1.01
H 2.24 -4.84 0.63
H 1.12 -5.55 -1.57
H 0.75 -3.90 -3.33
H 1.27 -1.49 -2.84
C -2.98 -2.50 -1.44
C -2.01 -2.03 -0.35
Ge -2.33 -0.40 0.70
C -3.29 -0.44 2.42
C -4.36 0.58 2.61
C -2.60 1.34 -0.28
C -3.00 1.49 -1.60
Ge -1.26 1.77 -2.66
C -0.47 3.56 -2.48
C -1.40 4.57 -1.83
C -1.65 1.48 -4.63
C -0.64 0.50 -5.23
C -4.42 1.26 -1.97
C -5.37 1.09 -0.98
C -6.67 0.75 -1.31
C -7.09 0.57 -2.61
C -6.15 0.81 -3.60
C -4.85 1.18 -3.30
H -2.52 -3.21 -2.12
H -3.22 -1.59 -2.06
H -3.88 -2.92 -0.97
H -0.98 -1.82 -0.72
H -1.89 -2.74 0.49
H -2.50 -0.33 3.19
H -3.65 -1.51 2.54
H -4.11 1.55 2.18
H -4.47 0.75 3.67
H -5.27 0.16 2.15
H -2.48 2.19 0.47
H -0.27 3.78 -3.53
H 0.44 3.43 -1.91
H -2.41 4.55 -2.25
H -1.08 5.59 -1.86
H -1.43 4.39 -0.78
H -1.64 2.55 -5.00
H -2.65 1.10 -4.70
H 0.34 1.03 -5.31
H -0.95 0.14 -6.20
H -0.49 -0.34 -4.56
H -5.12 1.20 0.10
H -7.42 0.68 -0.53
H -8.12 0.31 -2.74
H -6.38 0.59 -4.64
H -4.14 1.33 -4.13
Cl 2.39 0.62 5.94
C 1.36 0.46 4.53
C 1.28 1.47 3.61
C 0.60 1.30 2.45
Cl 0.41 2.73 1.44
C 0.08 0.02 2.15
O -0.44 -0.10 0.89
C 0.14 -0.98 3.12
Cl -0.57 -2.53 2.76
C 0.86 -0.78 4.28
H 1.72 2.44 3.83
H 1.04 -1.62 4.95
```

LUMO energy (alpha / beta) (Ha): -0.0546 / -0.0546
Molar mass (g mol⁻¹): 876.4
ΔE to the lowest compared entry with this formula, charge and spin (kJ/mol): 404.8
E_tot (eV): -219669.273
Kohn-Sham gap (alpha / beta) (Eh): 0.148 / 0.137
Multiplicity: 1
HOMO (alpha / beta) (eV): -5.523 / -5.202



Density functional theory data (the ωB97M-V functional and the def2-TZVPD basis) for C32H32FIrN5O4S2 as an isolated structure.

Structure (XYZ):
```
77
C32H32FIrN5O4S2 | the Open Molecules 2025 dataset | the ωB97M-V functional and the def2-TZVPD basis
Ir 1.42 -2.20 -0.25
C 4.22 -4.57 2.05
C 3.70 -3.48 1.18
N 2.54 -3.62 0.59
N 1.96 -4.89 0.71
C 0.94 -5.10 -0.03
S 0.27 -3.86 -1.09
S 0.07 -6.61 -0.05
C 0.38 -7.21 1.66
C -0.50 -6.52 2.66
C -1.80 -6.98 2.89
C -2.62 -6.32 3.79
C -2.16 -5.20 4.47
C -0.87 -4.74 4.25
C -0.04 -5.40 3.35
C 4.51 -2.29 0.95
C 5.75 -2.17 1.60
C 6.56 -1.06 1.42
C 6.14 -0.03 0.59
C 4.95 -0.12 -0.09
C 4.14 -1.25 0.06
O 3.03 -1.27 -0.71
H 3.41 -5.17 2.46
H 4.80 -4.16 2.87
H 4.87 -5.24 1.48
H 1.44 -7.05 1.86
H 0.20 -8.28 1.61
H -2.16 -7.85 2.36
H -3.62 -6.69 3.97
H -2.80 -4.69 5.17
H -0.50 -3.87 4.77
H 0.97 -5.04 3.18
H 6.10 -2.96 2.24
H 7.51 -1.01 1.93
H 6.76 0.85 0.47
H 4.61 0.65 -0.76
C -2.24 4.04 1.97
C -3.00 2.94 1.26
N -2.09 2.00 0.56
C -1.70 0.90 1.22
C -0.86 -0.06 0.71
C -0.60 -1.21 1.64
O -1.23 -1.33 2.65
O 0.38 -2.08 1.37
C -0.38 0.09 -0.61
O 0.31 -0.77 -1.24
C -0.76 1.30 -1.31
C -0.28 1.54 -2.60
C -0.65 2.67 -3.27
F -0.18 2.84 -4.52
C -1.51 3.63 -2.71
C -1.96 3.41 -1.42
C -1.62 2.24 -0.72
N -1.91 4.80 -3.39
C -1.26 5.23 -4.63
C -1.77 6.63 -4.99
N -2.16 7.34 -3.73
C -3.38 6.70 -3.11
C -3.31 5.20 -3.36
H -2.94 4.70 2.48
H -1.65 4.64 1.27
H -1.56 3.63 2.71
H -3.70 3.32 0.53
H -3.58 2.34 1.96
H -2.11 0.76 2.21
H 0.38 0.82 -3.07
H -2.56 4.16 -0.94
H -1.46 4.57 -5.48
H -0.18 5.26 -4.48
H -2.66 6.61 -5.61
H -1.01 7.22 -5.50
H -2.32 8.33 -3.90
H -1.38 7.26 -3.06
H -4.26 7.16 -3.57
H -3.36 6.95 -2.05
H -3.79 4.95 -4.31
H -3.86 4.67 -2.59
```

LUMO energy (alpha / beta) (Ha): -0.2024 / -0.2234
Molar mass (g mol⁻¹): 826.0
Total charge: +2
ΔE to the lowest compared entry with this formula, charge and spin (kJ/mol): 26.7
E_tot (eV): -76557.130
Kohn-Sham gap (alpha / beta) (Eh): 0.243 / 0.221
<S²>: 0.75
Multiplicity: 2
HOMO (alpha / beta) (eV): -12.117 / -12.098



Density functional theory data (the ωB97M-V functional and the def2-TZVPD basis) for C5H7NO as an isolated structure.

Structure (XYZ):
```
14
C5H7NO | the Open Molecules 2025 dataset | the ωB97M-V functional and the def2-TZVPD basis
C 0.24 -0.30 0.91
C 0.64 -0.79 -0.48
C -0.82 -0.68 -1.07
C -1.11 0.85 -0.60
C 0.16 1.04 0.28
H 1.14 -1.68 -0.67
H -1.42 -1.48 -0.48
H -1.03 -0.83 -2.17
H -1.15 1.62 -1.31
H -2.08 1.03 -0.07
H 0.26 2.01 0.78
H 1.00 1.01 -1.62
N 1.29 0.59 -0.65
O -0.05 -0.82 1.99
```

LUMO energy (Ha): 0.0340
Molar mass (g mol⁻¹): 97.1
ΔE to the lowest compared entry with this formula, charge and spin (kJ/mol): 233.6
E_tot (eV): -8833.782
Kohn-Sham gap (Eh): 0.392
Multiplicity: 1
HOMO (eV): -9.750